1.
Formula: C36H44AsGeN5NiO5SSe
Source: the Open Molecules 2025 dataset
Level of theory: ωB97M-V/def2-TZVPD

```
95
Properties=species:S:1:pos:R:3:lowdin_spin:R:1
Ni 0.833 0.417 -0.060 0.934
C -5.408 2.700 -0.669 0.000
C -4.723 2.990 0.506 0.000
C -3.904 2.034 1.087 0.000
C -3.766 0.771 0.515 0.000
C -4.441 0.492 -0.668 0.000
C -5.260 1.451 -1.254 0.000
As -2.507 -0.506 1.309 0.001
C -3.449 -2.160 0.891 0.000
C -3.386 -2.882 -0.294 0.000
C -4.086 -4.079 -0.405 0.000
C -4.834 -4.558 0.662 0.000
C -4.891 -3.848 1.852 0.000
C -4.200 -2.646 1.975 0.000
C -4.170 -1.804 3.184 0.000
C -4.802 -2.084 4.393 0.000
C -4.673 -1.206 5.461 0.000
C -3.904 -0.056 5.337 0.000
C -3.260 0.220 4.136 0.000
C -3.405 -0.637 3.055 0.000
H -6.048 3.445 -1.125 0.000
H -4.823 3.966 0.967 0.000
H -3.352 2.283 1.987 0.000
H -4.310 -0.470 -1.146 0.000
H -5.781 1.217 -2.176 0.000
H -2.790 -2.517 -1.119 0.000
H -4.032 -4.643 -1.328 0.000
H -5.374 -5.493 0.566 0.000
H -5.474 -4.233 2.680 0.000
H -5.393 -2.985 4.508 0.000
H -5.169 -1.424 6.399 0.000
H -3.798 0.618 6.178 0.000
H -2.632 1.100 4.053 0.000
O -1.561 -0.672 -1.392 0.000
S -0.325 -1.470 -1.577 0.002
O -0.483 -2.542 -2.544 0.002
O 0.115 -1.968 -0.240 0.020
O 0.784 -0.513 -2.015 0.006
O 3.256 0.832 -0.021 0.009
N 3.534 -0.332 0.480 0.004
C 4.153 -0.413 1.678 0.000
C 4.401 -1.636 2.264 0.000
C 4.009 -2.803 1.632 0.000
C 3.368 -2.696 0.409 -0.001
C 3.143 -1.461 -0.156 0.002
H 4.392 0.545 2.112 0.000
H 4.887 -1.655 3.230 0.000
H 4.176 -3.768 2.090 0.000
H 2.993 -3.564 -0.117 0.000
H 2.600 -1.297 -1.081 0.001
N 0.762 -1.613 2.401 0.000
C 0.915 -0.341 2.829 0.002
C 0.965 -0.044 4.210 0.001
C 1.218 1.239 4.618 -0.002
C 1.422 2.233 3.660 0.000
C 1.325 1.873 2.334 0.000
N 1.067 0.629 1.910 0.009
H 0.392 -2.268 3.068 0.000
H 0.493 -1.770 1.418 0.000
H 0.808 -0.840 4.928 0.000
H 1.260 1.473 5.675 0.000
H 1.625 3.258 3.936 0.000
H 1.438 2.602 1.542 0.001
C -2.229 1.803 -3.007 0.000
N -2.167 2.722 -1.871 0.001
C -2.457 4.116 -2.148 0.000
C -1.409 2.440 -0.830 0.003
N -0.740 2.248 0.091 0.004
H -3.245 1.815 -3.402 0.000
H -1.963 0.800 -2.677 0.000
H -1.529 2.130 -3.783 0.000
H -3.467 4.194 -2.556 0.000
H -1.747 4.533 -2.872 0.000
H -2.411 4.693 -1.227 0.000
C 2.296 2.607 -6.218 0.000
Ge 2.497 0.953 -5.168 0.000
C 4.106 0.011 -5.824 0.000
C 0.919 -0.188 -5.380 0.000
C 2.865 1.446 -3.301 0.000
Se 1.520 2.603 -2.505 0.000
C 2.742 3.931 -1.765 0.000
H 2.013 2.364 -7.245 0.000
H 3.228 3.175 -6.243 0.000
H 1.521 3.238 -5.783 0.000
H 4.011 -0.218 -6.887 0.000
H 4.240 -0.928 -5.285 0.000
H 5.001 0.619 -5.681 0.000
H 0.182 0.287 -6.031 0.000
H 0.468 -0.402 -4.411 0.000
H 1.204 -1.139 -5.834 0.000
H 3.806 2.001 -3.291 0.000
H 2.974 0.581 -2.652 0.000
H 3.321 4.410 -2.553 0.000
H 3.404 3.457 -1.042 0.000
H 2.133 4.683 -1.262 0.000
```

E, eV: -290314.72216
HOMO (alpha / beta), eV: -4.39 / -3.60
Total charge: -1
Orbital gap (alpha / beta), Ha: 0.252 / 0.223
Spin multiplicity: 2


2.
Formula: C7H17F3N6O4S
Source: the Open Molecules 2025 dataset
Level of theory: ωB97M-V/def2-TZVPD

```
38
Properties=species:S:1:pos:R:3:nbo_charge:R:1
C 0.133 -2.412 0.729 -0.412
N -0.115 -0.978 0.455 -0.679
C 0.283 -0.542 -0.768 0.750
N 1.417 -1.024 -1.437 -0.850
S 2.927 -0.953 -0.685 2.188
O 2.806 -0.838 0.724 -0.850
O 3.699 -2.017 -1.231 -0.873
C 3.702 0.616 -1.347 0.755
F 4.981 0.366 -1.445 -0.278
F 3.211 0.877 -2.562 -0.324
F 3.505 1.616 -0.542 -0.268
N -0.455 0.340 -1.388 -0.472
C -1.693 0.885 -0.835 -0.272
C -2.898 -0.132 -0.768 0.399
N -3.285 -0.192 0.631 -0.841
N -4.077 0.378 -1.469 -0.833
N -2.537 -1.427 -1.324 -0.881
H -0.626 -3.008 0.225 0.195
H 0.026 -2.545 1.801 0.245
H 1.105 -2.769 0.402 0.195
H 0.298 -0.393 1.214 0.505
H 1.479 -0.672 -2.388 0.422
H -0.149 0.668 -2.291 0.407
H -1.512 1.306 0.151 0.278
H -1.965 1.708 -1.493 0.211
H -4.289 -0.297 0.686 0.383
H -2.814 -0.921 1.148 0.375
H -4.019 0.182 -2.461 0.355
H -4.148 1.385 -1.367 0.367
H -2.673 -2.167 -0.655 0.382
H -3.011 -1.638 -2.189 0.372
C 2.045 2.299 2.577 -0.733
C 0.832 1.796 3.393 0.770
O 0.220 0.783 2.936 -0.852
O 0.567 2.430 4.418 -0.726
H 2.213 1.685 1.691 0.169
H 1.876 3.332 2.269 0.206
H 2.942 2.271 3.196 0.215
```

E, eV: -43650.43317
HOMO, eV: -6.90
Orbital gap, Ha: 0.211


3.
Formula: C6H10O4
Source: the Open Molecules 2025 dataset
Level of theory: ωB97M-V/def2-TZVPD

```
20
Properties=species:S:1:pos:R:3:nbo_charge:R:1
C -2.352 -1.085 -0.300 -0.467
C 3.132 -0.342 0.087 -0.007
C 2.745 0.844 -0.335 0.085
C -2.133 0.105 0.554 0.107
C -1.035 -1.291 -0.187 0.610
C -2.350 1.510 -0.098 -0.659
O -0.688 -0.245 0.622 -0.536
O 2.237 -1.240 0.612 -0.733
O 1.516 1.607 -0.366 -0.686
O -0.088 -2.139 -0.786 -0.675
H -3.098 -1.674 -0.765 0.234
H 4.143 -0.666 -0.024 0.185
H 3.464 1.481 -0.696 0.176
H -2.428 0.026 1.671 0.193
H -3.369 2.005 0.091 0.229
H -2.184 1.367 -1.256 0.227
H -1.746 2.340 0.309 0.231
H 2.664 -1.676 1.385 0.492
H 0.831 1.021 -0.102 0.490
H 0.740 -1.947 -0.418 0.503
```

E, eV: -14570.53775
HOMO, eV: -8.60
Orbital gap, Ha: 0.335


4.
Formula: C28H68N2O7
Source: the Open Molecules 2025 dataset
Level of theory: ωB97M-V/def2-TZVPD

```
105
Properties=species:S:1:pos:R:3:lowdin_charge:R:1
C -0.260 -4.523 -5.438 -0.031
C -0.075 -2.995 -5.709 -0.427
C -0.148 -2.122 -4.377 -0.020
C 1.406 -2.796 -6.210 -0.144
C 1.675 -3.095 -7.680 -0.186
C 0.722 -2.208 -8.490 -0.157
C -0.778 -2.439 -8.168 -0.475
C -1.621 -1.357 -8.886 -0.034
C -1.103 -3.841 -8.838 -0.030
N -1.016 -2.419 -6.715 -0.124
O -2.336 -2.549 -6.290 -0.011
H -1.280 -4.812 -5.183 0.076
H -0.043 -5.124 -6.321 0.062
H 0.364 -4.921 -4.639 0.077
H 0.433 -1.201 -4.427 0.072
H -1.200 -1.968 -4.139 0.067
H 0.225 -2.731 -3.553 0.073
H 1.764 -1.792 -5.986 0.108
H 2.132 -3.487 -5.780 0.115
H 2.696 -2.808 -7.931 0.109
H 1.616 -4.136 -7.997 0.105
H 0.890 -2.243 -9.567 0.115
H 0.970 -1.154 -8.371 0.112
H -2.652 -1.534 -8.582 0.072
H -1.711 -1.424 -9.970 0.084
H -1.275 -0.394 -8.510 0.084
H -2.124 -4.181 -8.666 0.074
H -0.606 -4.699 -8.385 0.056
H -0.954 -3.770 -9.916 0.078
H -2.530 -1.633 -6.077 0.101
C -6.205 4.417 4.903 -0.047
C -4.694 4.302 5.245 -0.465
C -3.995 5.669 5.137 -0.030
C -4.647 3.702 6.713 -0.141
C -3.291 3.180 7.105 -0.181
C -2.824 2.146 6.033 -0.108
C -2.804 2.694 4.586 -0.490
C -1.538 3.592 4.335 -0.030
C -2.660 1.549 3.571 -0.046
N -4.097 3.365 4.286 -0.135
O -4.216 3.784 2.970 -0.022
H -6.727 3.461 4.925 0.080
H -6.829 5.044 5.541 0.081
H -6.316 4.860 3.914 0.073
H -4.584 6.535 5.438 0.081
H -3.066 5.736 5.704 0.064
H -3.698 5.843 4.102 0.080
H -4.763 4.481 7.466 0.115
H -5.479 3.045 6.969 0.114
H -2.596 4.000 7.284 0.105
H -3.419 2.700 8.075 0.107
H -3.474 1.271 6.055 0.118
H -1.780 1.861 6.165 0.111
H -1.502 4.409 5.055 0.057
H -1.411 4.016 3.339 0.083
H -0.648 3.034 4.627 0.076
H -1.763 0.988 3.835 0.083
H -2.651 1.870 2.530 0.081
H -3.449 0.827 3.781 0.080
H -4.948 3.289 2.594 0.108
C 3.872 6.176 2.224 -0.095
C 4.663 4.997 1.615 -0.291
O 5.181 4.131 2.648 -0.094
H 3.612 6.849 1.407 0.065
H 4.391 6.641 3.062 0.071
H 2.879 6.009 2.641 0.061
H 5.576 5.332 1.123 0.108
H 4.008 4.442 0.943 0.103
H 4.416 3.592 2.863 0.071
C 3.967 -1.081 0.528 -0.085
C 2.746 -0.331 1.160 -0.330
O 3.143 0.010 2.448 -0.075
H 3.620 -1.578 -0.378 0.062
H 4.450 -1.784 1.207 0.068
H 4.653 -0.282 0.246 0.067
H 1.906 -1.023 1.095 0.101
H 2.528 0.524 0.520 0.108
H 3.181 -0.822 2.927 0.082
C 4.009 -6.861 -0.116 -0.106
C 5.398 -7.401 -0.132 -0.343
O 5.201 -8.804 0.008 -0.077
H 3.383 -7.269 -0.909 0.084
H 3.982 -5.777 -0.232 0.068
H 3.651 -6.939 0.910 0.077
H 6.055 -6.912 0.587 0.113
H 5.800 -7.237 -1.131 0.106
H 6.107 -9.114 0.071 0.077
C 0.879 -5.114 5.150 -0.096
C 2.194 -4.756 5.754 -0.318
O 2.684 -3.429 5.445 -0.099
H 0.670 -6.182 5.076 0.079
H 0.778 -4.762 4.124 0.074
H 0.090 -4.559 5.656 0.075
H 2.958 -5.425 5.358 0.105
H 2.158 -4.762 6.843 0.110
H 3.274 -3.164 6.154 0.071
C -0.697 4.268 -2.059 -0.094
C -1.450 5.555 -1.717 -0.348
O -1.667 6.264 -2.879 -0.064
H -0.668 3.602 -1.197 0.063
H 0.333 4.446 -2.366 0.069
H -1.133 3.640 -2.837 0.069
H -0.900 6.140 -0.979 0.110
H -2.391 5.266 -1.250 0.107
H -2.598 6.171 -3.096 0.088
```

E, eV: -47445.30307
HOMO, eV: -8.16
Orbital gap, Ha: 0.310
Structure (SMILES): CC1(C)CCCC(C)(C)N1O.CC1(C)CCCC(C)(C)N1O.CCO.CCO.CCO.CCO.CCO


5.
Formula: C4H9FN2S
Source: the Open Molecules 2025 dataset
Level of theory: ωB97M-V/def2-TZVPD

```
17
Properties=species:S:1:pos:R:3:nbo_charge:R:1
N -1.880 1.259 -0.663 -0.799
C -1.797 0.556 0.590 -0.299
C -1.194 -0.798 0.222 0.139
S -2.267 -2.014 -0.120 -0.192
N 0.110 -0.799 0.016 -0.595
C 1.137 0.158 0.410 -0.259
C 2.413 -0.232 -0.346 0.046
F 2.627 -1.577 -0.041 -0.368
H -2.426 0.682 -1.326 0.372
H -0.957 1.293 -1.081 0.339
H -1.218 1.042 1.373 0.191
H -2.831 0.482 1.015 0.230
H 0.465 -1.673 -0.321 0.417
H 1.280 0.158 1.499 0.208
H 0.926 1.183 0.143 0.207
H 3.314 0.343 0.052 0.183
H 2.298 -0.061 -1.421 0.179
```

E, eV: -20826.32287
HOMO, eV: -8.17
Orbital gap, Ha: 0.322
Structure (SMILES): NCC(=S)NCCF


6.
Formula: C7H7F2NO2Si
Source: the Open Molecules 2025 dataset
Level of theory: ωB97M-V/def2-TZVPD

```
20
Properties=species:S:1:pos:R:3:nbo_charge:R:1
O -5.525 -0.352 -0.595 -0.354
N -4.316 -0.319 -0.689 0.222
O -3.697 -0.020 -1.698 -0.397
Si -3.125 -0.710 0.763 2.206
F -3.680 -1.866 1.715 -0.632
F -3.046 0.408 1.907 -0.625
C -1.630 -1.095 -0.223 -1.008
C -0.461 -0.271 -0.049 0.007
C -0.080 0.508 -1.182 -0.224
C 1.001 1.346 -1.125 -0.187
C 1.751 1.474 0.047 -0.224
C 1.413 0.684 1.088 -0.184
C 0.395 -0.207 1.061 -0.236
H -1.713 -1.129 -1.303 0.301
H -1.268 -2.038 0.176 0.270
H -0.784 0.457 -2.033 0.211
H 1.244 1.914 -2.014 0.213
H 2.570 2.122 -0.054 0.218
H 2.101 0.792 1.946 0.216
H 0.035 -0.809 1.857 0.206
```

E, eV: -26270.86882
HOMO, eV: -9.34
Orbital gap, Ha: 0.328
Structure (SMILES): O=[N+]([O-])[Si](F)(F)Cc1ccccc1


7.
Formula: CH2NO4
Source: the Open Molecules 2025 dataset
Level of theory: ωB97M-V/def2-TZVPD

```
8
Properties=species:S:1:pos:R:3:lowdin_spin:R:1
C 0.994 -0.503 -0.401 0.385
N 2.979 -2.419 -2.907 0.115
O 3.704 -2.036 -2.088 0.000
O 2.163 -2.685 -3.601 0.074
O 1.930 -0.536 -1.625 0.430
O 0.070 -1.131 0.102 0.816
H 1.537 0.249 0.261 0.109
H 1.263 0.512 -1.336 0.071
```

E, eV: -10729.69805
HOMO (alpha / beta), eV: -12.15 / -16.61
Total charge: +1
Orbital gap (alpha / beta), Ha: 0.169 / 0.298
Spin multiplicity: 3


8.
Formula: C32H71N3O9P
Source: the Open Molecules 2025 dataset
Level of theory: ωB97M-V/def2-TZVPD

```
116
Properties=species:S:1:pos:R:3:lowdin_charge:R:1
C -1.390 2.574 -10.189 -0.124
C -2.449 2.248 -9.129 -0.266
C -3.011 0.826 -9.326 -0.213
C -3.393 0.177 -7.980 -0.220
C -4.564 -0.796 -8.106 -0.206
C -4.736 -1.736 -6.897 -0.212
C -5.663 -1.209 -5.805 -0.207
C -5.284 0.148 -5.198 -0.201
C -3.950 0.073 -4.422 -0.192
C -4.146 -0.161 -2.904 -0.210
C -3.777 -1.584 -2.493 -0.207
C -3.824 -1.797 -0.969 -0.201
C -2.427 -1.787 -0.355 -0.223
C -2.388 -2.260 1.110 -0.195
C -1.318 -1.536 1.952 -0.204
C 0.063 -2.034 1.557 -0.145
C 1.260 -1.333 2.220 -0.243
N 2.426 -2.282 2.439 0.189
C 3.547 -1.555 2.570 -0.332
N 4.651 -1.918 1.941 0.091
O 4.690 -3.085 1.228 -0.052
C 5.330 -4.119 2.018 -0.116
C 6.827 -4.202 1.693 -0.408
C 7.061 -4.903 0.339 -0.012
O 7.489 -4.862 2.750 -0.010
N 3.577 -0.390 3.284 -0.009
P 4.902 -0.368 4.426 0.410
O 4.982 -1.656 5.109 -0.204
O 4.607 0.858 5.360 -0.064
O 6.231 0.031 3.649 -0.084
C 2.342 -0.083 4.099 -0.110
C 1.017 -0.685 3.566 -0.271
C 0.537 -1.741 4.599 -0.034
H -1.832 2.505 -11.183 0.072
H -0.581 1.845 -10.152 0.068
H -0.960 3.565 -10.059 0.065
H -3.257 2.969 -9.241 0.104
H -1.982 2.330 -8.149 0.099
H -2.247 0.225 -9.815 0.106
H -3.903 0.884 -9.948 0.110
H -3.627 0.983 -7.288 0.087
H -2.536 -0.366 -7.581 0.114
H -4.372 -1.427 -8.975 0.110
H -5.501 -0.265 -8.278 0.117
H -3.751 -1.998 -6.508 0.097
H -5.176 -2.664 -7.267 0.105
H -6.666 -1.114 -6.228 0.111
H -5.727 -1.930 -4.988 0.102
H -5.290 0.946 -5.936 0.095
H -6.060 0.398 -4.474 0.099
H -3.374 0.980 -4.596 0.099
H -3.366 -0.762 -4.805 0.089
H -5.167 0.055 -2.590 0.105
H -3.488 0.538 -2.383 0.106
H -2.754 -1.753 -2.837 0.105
H -4.401 -2.314 -3.006 0.107
H -4.378 -0.978 -0.507 0.109
H -4.339 -2.724 -0.722 0.113
H -2.000 -0.782 -0.406 0.113
H -1.773 -2.436 -0.939 0.108
H -2.123 -3.320 1.116 0.113
H -3.362 -2.182 1.589 0.113
H -1.422 -0.468 1.758 0.120
H -1.547 -1.727 2.996 0.100
H 0.159 -3.113 1.696 0.127
H 0.166 -1.873 0.483 0.118
H 1.628 -0.576 1.522 0.156
H 2.499 -2.889 1.625 0.153
H 5.496 -1.368 1.943 0.155
H 5.180 -3.932 3.082 0.132
H 4.856 -5.075 1.798 0.139
H 7.189 -3.172 1.643 0.135
H 6.124 -5.282 -0.065 0.077
H 7.714 -5.752 0.515 0.089
H 7.487 -4.224 -0.391 0.081
H 6.924 -5.546 3.112 0.098
H 5.096 1.643 5.073 0.115
H 6.807 -0.746 3.674 0.102
H 2.256 1.000 4.151 0.127
H 2.477 -0.413 5.125 0.107
H 0.265 0.090 3.467 0.141
H -0.121 -1.261 5.319 0.095
H -0.020 -2.548 4.134 0.073
H 1.379 -2.202 5.107 0.083
C 7.709 0.896 7.157 -0.128
O 8.117 0.802 8.502 -0.178
C 8.750 1.984 8.978 -0.196
C 7.804 2.829 9.801 -0.199
O 6.738 3.343 9.014 -0.191
C 5.529 2.623 9.172 -0.112
H 7.035 0.062 6.958 0.079
H 7.180 1.835 6.961 0.079
H 8.574 0.822 6.486 0.092
H 9.149 2.568 8.144 0.127
H 9.589 1.675 9.607 0.129
H 8.357 3.684 10.200 0.129
H 7.416 2.253 10.646 0.129
H 5.064 2.857 10.135 0.091
H 5.687 1.544 9.101 0.084
H 4.854 2.936 8.375 0.083
C -7.434 5.877 -1.336 -0.106
O -6.413 5.322 -0.523 -0.190
C -6.718 4.026 -0.039 -0.208
C -6.015 2.948 -0.835 -0.214
O -6.487 2.881 -2.170 -0.195
C -5.634 3.523 -3.103 -0.102
H -7.016 6.747 -1.839 0.090
H -7.782 5.166 -2.088 0.084
H -8.281 6.198 -0.721 0.090
H -7.799 3.855 -0.044 0.128
H -6.373 3.977 0.999 0.125
H -6.221 1.978 -0.370 0.122
H -4.933 3.110 -0.817 0.125
H -4.747 2.904 -3.282 0.077
H -5.338 4.518 -2.765 0.086
H -6.180 3.625 -4.039 0.093
```

E, eV: -66514.96597
HOMO, eV: -10.53
Total charge: +1
Orbital gap, Ha: 0.290